This record from the OMol25 dataset describes a cluster of 12 separate species, C30H55Cl22N2O7PS in total in a non-equilibrium geometry. The level of theory is ωB97M-V/def2-TZVPD.

The geometry in XYZ format:
```
118
Properties=species:S:1:pos:R:3
C -0.10828 -3.51640 3.39228
C -0.70956 -2.04612 3.54816
C 0.18540 -0.99413 2.77354
C -0.59563 -0.10707 1.72188
C -1.51465 -0.93163 0.75069
C -2.67125 -0.05041 0.07879
C -2.35621 0.23013 -1.45441
C -0.93909 0.89895 -1.52149
C -0.56660 1.44276 -2.97099
C 0.93263 1.91306 -2.85585
C 1.93763 0.97157 -2.90146
C 1.75072 -0.55518 -3.10047
N 1.99885 -1.24796 -1.79072
C 3.38929 1.51652 -2.73100
O 4.31399 0.89460 -3.20830
C 3.54935 2.82999 -1.90006
P 5.13981 3.06362 -0.97208
N 4.96158 3.59239 0.51837
O 6.12860 4.11646 -1.86105
O 5.85025 1.53667 -0.83061
C 2.53727 3.77016 -1.86785
C 2.61595 5.11682 -1.11120
C 2.30212 6.37738 -2.04720
C 1.31248 7.40789 -1.36115
S -0.22071 7.70041 -2.33725
O -0.76128 9.01518 -1.87276
O 0.00424 7.72602 -3.79063
O -1.32479 6.56625 -1.89868
C 1.24420 3.41990 -2.65142
O 0.44503 4.22574 -3.08044
H -0.73067 -4.15448 2.70902
H -0.01739 -4.03451 4.37824
H 0.92409 -3.48512 2.94887
H -0.63165 -1.81136 4.64852
H -1.80572 -1.99943 3.30434
H 1.08316 -1.49008 2.31106
H 0.61266 -0.30279 3.55336
H -1.16392 0.68892 2.28678
H 0.19639 0.46173 1.15624
H -0.82890 -1.36557 -0.03217
H -2.02174 -1.80395 1.22796
H -3.66010 -0.53475 0.24169
H -2.59057 0.95550 0.57869
H -2.47966 -0.66960 -2.10186
H -3.09404 1.01811 -1.77705
H -0.09490 0.21668 -1.24195
H -0.90118 1.74398 -0.77692
H -1.20517 2.31391 -3.26472
H -0.69615 0.65944 -3.75878
H 2.46265 -0.96157 -3.87571
H 0.72984 -0.82789 -3.48063
H 1.11204 -1.71434 -1.57682
H 2.64516 -2.02497 -1.95959
H 5.48400 4.47363 0.57635
H 6.93866 4.18091 -1.29758
H 5.48149 1.18422 -0.00060
H 1.88561 5.15441 -0.25489
H 3.61285 5.31848 -0.65478
H 3.26934 6.93726 -2.17339
H 1.98699 6.08898 -3.07689
H 0.98100 7.09793 -0.34215
H 1.81793 8.40702 -1.31544
H -2.04595 6.99156 -1.40195
C 8.95934 1.12308 -1.97964
Cl 9.04759 2.84613 -1.58978
Cl 9.88289 0.15494 -0.82572
H 7.91877 0.81100 -1.94988
H 9.36563 0.96845 -2.97498
C -2.37041 -6.73101 4.82508
Cl -2.76984 -5.02165 5.01595
Cl -1.97530 -7.11675 3.14319
H -1.51367 -6.96396 5.44952
H -3.22497 -7.32881 5.13110
C -2.11484 7.21112 2.10998
Cl -3.42662 7.49735 0.95924
Cl -1.79456 5.48451 2.30579
H -1.21499 7.69702 1.74312
H -2.39544 7.62938 3.07224
C -3.53603 -2.75113 8.26276
Cl -2.99302 -1.94618 6.78094
Cl -3.60611 -4.50479 8.06587
H -2.84290 -2.51011 9.06360
H -4.53022 -2.39286 8.51395
C -4.21623 -0.37605 3.49826
Cl -5.46463 0.05731 2.32417
Cl -4.01144 -2.12738 3.60632
H -3.27182 0.07001 3.19236
H -4.50652 0.00324 4.47433
C -6.55576 -4.94139 2.17329
Cl -5.13292 -5.92550 2.53574
Cl -7.26258 -5.37852 0.61260
H -7.29798 -5.09643 2.95113
H -6.26111 -3.89558 2.14577
C 3.05559 -3.59734 -6.20038
Cl 3.01993 -1.91568 -5.64902
Cl 1.57504 -4.44930 -5.75554
H 3.15711 -3.60999 -7.28242
H 3.90282 -4.10036 -5.74319
C -5.94390 7.57459 -1.89469
Cl -6.17306 5.82435 -1.79287
Cl -7.44758 8.44063 -1.56012
H -5.19563 7.87518 -1.16576
H -5.60690 7.82770 -2.89586
C 0.63321 -1.49116 -8.91060
Cl 0.39965 -3.24439 -8.90424
Cl -0.87533 -0.63921 -8.56402
H 1.36590 -1.23152 -8.15089
H 0.99165 -1.18776 -9.89013
C 1.59201 -8.40546 5.48736
Cl 1.69035 -6.72749 6.03456
Cl 0.04474 -9.13767 5.92867
H 1.69581 -8.42961 4.40571
H 2.39280 -8.97518 5.95024
C -0.38440 -9.74618 1.18931
Cl 0.08279 -9.79341 -0.51408
Cl 0.95116 -9.19374 2.20833
H -1.22071 -9.06360 1.30657
H -0.67482 -10.74471 1.50286
```

Its structure (SMILES) is CCCCCCCCCC1=C(CN)C(=O)C(P(=N)(O)O)=C(CCCS(=O)(=O)O)C1=O.ClCCl.ClCCl.ClCCl.ClCCl.ClCCl.ClCCl.ClCCl.ClCCl.ClCCl.ClCCl.ClCCl. The calculation puts the max |F| at 4.775 eV Å⁻¹. The value obtained for the HOMO energy is -9.108 eV. Its HOMO-LUMO gap is 0.2855 hartree.

This record from the OMol25 dataset describes a structure of composition C30H55N8O4PSV. The level of theory is ωB97M-V/def2-TZVPD.

The geometry in XYZ format:
```
100
Properties=species:S:1:pos:R:3
V -1.56028 1.19749 0.06296
C -2.90248 1.65807 -2.65735
C -2.98070 0.17470 -2.34574
N -3.14577 -0.05905 -0.89123
C -4.54617 0.01941 -0.42346
C -5.02197 1.42801 -0.06038
S -3.73847 2.51651 0.64903
C -3.60900 3.83088 -0.61052
C -2.34954 3.73663 -1.46891
N -1.96770 2.33357 -1.73208
H -3.88178 2.12530 -2.55152
H -2.59383 1.80460 -3.69614
H -2.05151 -0.31933 -2.64694
H -3.80420 -0.28176 -2.90499
H -2.81362 -1.00355 -0.71404
H -4.64363 -0.64041 0.43880
H -5.21679 -0.38261 -1.19035
H -5.81937 1.35366 0.67852
H -5.44114 1.94406 -0.92166
H -3.61819 4.78030 -0.07845
H -4.52322 3.79076 -1.20137
H -1.51255 4.20630 -0.95474
H -2.51750 4.26798 -2.41297
H -1.03212 2.34428 -2.13990
N -0.37136 0.13840 -0.37785
P 0.82261 -0.92183 -0.82006
N 0.17566 -2.40396 -0.55357
C 1.07696 -3.55786 -0.75022
C 0.28453 -4.77163 -1.21372
C -0.83457 -5.09297 -0.23038
C -1.71198 -3.86569 -0.00201
C -0.86733 -2.67809 0.43839
N 1.20702 -0.81352 -2.40953
C 0.44052 -1.56981 -3.41589
C 1.28315 -1.76631 -4.66814
C 1.72703 -0.42625 -5.23989
C 2.45852 0.37179 -4.16804
C 1.60457 0.51709 -2.91933
N 2.19388 -0.70744 0.02377
C 2.07526 -0.58675 1.48238
C 3.08652 -1.46727 2.20185
C 4.49738 -1.16250 1.71829
C 4.57303 -1.28041 0.20187
C 3.54024 -0.39045 -0.47745
H 1.57605 -3.78003 0.20113
H 1.85139 -3.28908 -1.46991
H 0.96264 -5.61942 -1.31631
H -0.14031 -4.57683 -2.20244
H -0.39962 -5.40397 0.72385
H -1.43300 -5.92799 -0.59217
H -2.46759 -4.07268 0.75779
H -2.23378 -3.60932 -0.92986
H -0.39609 -2.90388 1.40443
H -1.47482 -1.78084 0.57486
H -0.47368 -1.01481 -3.67772
H 0.14413 -2.52853 -2.99512
H 0.70028 -2.33336 -5.39631
H 2.15850 -2.36851 -4.41130
H 0.84567 0.13412 -5.57020
H 2.35700 -0.56765 -6.11652
H 2.72648 1.36684 -4.52679
H 3.38832 -0.13662 -3.90003
H 0.69317 1.08802 -3.15719
H 2.12757 1.06699 -2.14159
H 1.05951 -0.86111 1.77364
H 2.23642 0.46230 1.75404
H 2.85079 -2.51967 2.01808
H 2.99576 -1.29659 3.27607
H 5.20928 -1.84296 2.18480
H 4.77602 -0.15055 2.02405
H 4.39444 -2.31839 -0.09350
H 5.56566 -1.00762 -0.15841
H 3.56679 -0.53733 -1.55185
H 3.73969 0.66373 -0.26136
O 3.06473 2.88223 3.92566
C 2.44117 2.63966 5.17914
N 1.10661 2.19876 4.89109
C 0.76412 0.88660 4.90197
O 1.42579 -0.00465 5.37947
C -0.52617 0.57034 4.19615
C -1.53588 -0.18331 4.77497
C -2.62739 -0.52259 3.98986
C -2.64174 -0.13866 2.66095
N -1.65445 0.56165 2.08890
C -0.63610 0.93000 2.86834
H 3.97571 3.15831 4.07903
H 2.40465 3.55272 5.77911
H 2.94113 1.84333 5.73409
H 0.48333 2.85874 4.45217
H -1.46088 -0.50132 5.80521
H -3.44962 -1.09752 4.38964
H -3.46643 -0.42495 2.02265
H 0.14483 1.50370 2.39480
C 1.15102 4.33468 1.03203
C 0.64005 3.09972 0.33869
O 1.29766 2.48644 -0.47766
O -0.59525 2.76442 0.67497
H 1.63729 4.03649 1.96469
H 0.34499 5.02107 1.27713
H 1.89404 4.81956 0.40573
```

As for the spin multiplicity: 2. The calculation puts the max |F| at 0.456 eV Å⁻¹. The value obtained for the HOMO energy (alpha / beta) is -14.016 / -14.022 eV. Its HOMO-LUMO gap (alpha / beta) is 0.3065 / 0.3205 hartree. The total charge is +2. As for the expectation value of S²: 0.79.